Entry 1:
Below is a molecular structure, C53H42IrN7SeSi in a non-equilibrium geometry, with properties calculated with ωB97M-V/def2-TZVPD.

Properties
**Net charge**: +1
**HOMO-LUMO gap (spin up / spin down)**: 0.1508 / 0.1782 Eh
**Spin multiplicity**: 6
**Expectation value of S²**: 8.800

Each line ends with the Mulliken spin population.
Cartesian coordinates (Å):
1 Ir 0.184 0.143 0.025  0.78
2 C -5.889 0.892 4.681  0.18
3 C -4.594 0.902 5.229  -0.08
4 C -3.488 0.588 4.437  0.14
5 C -3.641 0.458 3.064  0.12
6 C -4.913 0.715 2.495  0.15
7 C -6.054 0.816 3.274  -0.09
8 C -2.535 -0.007 2.248  0.03
9 C -1.200 -0.172 2.716  0.43
10 C -0.808 -0.835 3.981  0.03
11 C 0.528 -0.664 4.095  0.22
12 C 1.061 -0.033 2.880  0.08
13 C 2.362 0.379 2.699  0.17
14 C 3.276 0.304 3.848  0.02
15 C 2.909 0.589 5.132  0.08
16 C 3.778 0.400 6.213  -0.03
17 C 5.101 -0.010 5.940  0.05
18 C 5.527 -0.275 4.635  -0.03
19 C 4.623 -0.114 3.611  0.08
20 C 2.843 0.728 1.401  0.27
21 N 2.217 0.499 0.188  0.09
22 C 2.951 0.986 -0.843  0.31
23 C 2.718 0.877 -2.259  0.09
24 C 3.854 1.193 -3.254  -0.01
25 C 4.406 2.485 -3.358  0.02
26 C 5.469 2.724 -4.215  0.00
27 C 5.958 1.781 -5.091  0.00
28 C 5.416 0.507 -5.002  0.00
29 C 4.393 0.216 -4.119  0.01
30 C 1.462 0.502 -2.752  0.16
31 C 1.184 0.343 -4.155  0.03
32 C -0.072 -0.097 -4.254  0.06
33 C -0.623 -0.312 -2.929  0.14
34 N 0.373 0.050 -1.992  0.14
35 C -1.957 -0.660 -2.709  0.11
36 C -2.456 -0.657 -1.370  0.13
37 C -3.772 -1.075 -1.006  0.08
38 C -3.945 -0.882 0.320  0.15
39 C -2.725 -0.326 0.886  0.32
40 N -1.792 -0.256 -0.200  0.10
41 C -2.787 -1.064 -3.899  0.01
42 C -3.872 -0.242 -4.211  0.03
43 C -4.592 -0.467 -5.384  0.00
44 C -4.384 -1.668 -6.110  0.01
45 C -3.309 -2.471 -5.769  0.00
46 C -2.482 -2.201 -4.691  0.02
47 C 4.160 1.601 -0.256  0.01
48 C 4.008 1.552 1.096  0.10
49 N 0.003 0.068 2.013  0.13
50 H -6.854 1.012 5.264  0.01
51 H -4.460 1.134 6.297  0.00
52 H -2.480 0.637 4.865  0.02
53 H -5.077 0.700 1.418  0.02
54 H -6.996 0.724 2.752  0.00
55 H -1.369 -1.456 4.585  0.00
56 H 0.999 -0.919 5.025  0.00
57 H 1.913 0.966 5.336  0.00
58 H 3.465 0.471 7.276  0.00
59 H 5.806 -0.013 6.782  0.00
60 H 6.544 -0.634 4.326  0.00
61 H 4.853 -0.301 2.573  0.00
62 H 3.913 3.368 -2.892  0.00
63 H 5.961 3.700 -4.228  0.00
64 H 6.709 2.002 -5.861  0.00
65 H 5.823 -0.360 -5.459  0.00
66 H 3.918 -0.762 -4.187  0.00
67 H 1.943 0.575 -4.928  0.00
68 H -0.693 -0.109 -5.170  0.00
69 H -4.530 -1.224 -1.773  0.00
70 H -4.813 -1.196 0.907  0.00
71 H -4.125 0.615 -3.557  0.00
72 H -5.440 0.189 -5.592  0.00
73 H -5.055 -1.795 -6.997  0.00
74 H -3.239 -3.422 -6.370  0.00
75 H -1.563 -2.711 -4.459  0.00
76 H 4.914 2.148 -0.811  -0.01
77 H 4.702 1.932 1.834  0.00
78 Se 0.695 4.452 3.021  0.00
79 N -0.559 5.374 2.095  0.00
80 C -0.730 4.726 0.969  0.00
81 C -1.836 5.045 0.089  0.00
82 C -2.176 4.029 -0.729  0.00
83 C -1.293 2.951 -0.974  0.00
84 N -0.314 2.532 -0.197  0.02
85 C 0.015 3.427 0.792  0.00
86 N 0.775 3.115 1.831  0.00
87 H -2.388 5.968 0.217  0.00
88 H -3.114 3.964 -1.290  0.00
89 H -1.343 2.429 -1.933  0.00
90 C 1.213 -4.776 0.641  0.00
91 Si -0.141 -3.568 0.076  0.00
92 C -1.562 -3.805 1.344  0.01
93 C -0.747 -3.984 -1.660  -0.01
94 C 0.770 -1.841 0.059  0.06
95 H 1.055 -5.726 0.124  0.00
96 H 1.128 -5.030 1.687  0.00
97 H 2.232 -4.398 0.423  0.00
98 H -1.602 -4.900 1.589  0.00
99 H -2.602 -3.629 1.050  0.00
100 H -1.475 -3.359 2.304  0.00
101 H -1.327 -3.160 -2.065  0.02
102 H -1.336 -4.848 -1.544  0.00
103 H 0.122 -4.300 -2.177  0.00
104 H 1.362 -1.976 -0.893  -0.01
105 H 1.533 -1.800 0.914  0.01

=====

Entry 2:
Below is 3 unconnected molecules or ions with the total composition C3H14NO2, with properties calculated with ωB97M-V/def2-TZVPD.

Properties
**Net charge**: +1
**HOMO-LUMO gap**: 0.4629 Eh
**ΔE to the lowest compared entry with this formula, charge and spin**: 7.9 kcal per mole

Each line ends with the Mulliken charge.
Cartesian coordinates (Å):
1 C -0.979 0.034 -0.436  -0.69
2 C -0.061 1.037 -1.087  -0.25
3 C -0.739 1.596 -2.357  -1.32
4 N -0.393 -0.565 0.805  -0.16
5 H -1.210 -0.798 -1.068  0.39
6 H -1.908 0.523 -0.163  0.34
7 H 0.149 1.901 -0.460  0.33
8 H 0.883 0.563 -1.351  0.35
9 H -1.621 2.175 -2.084  0.36
10 H -1.085 0.805 -3.013  0.37
11 H -0.020 2.234 -2.859  0.35
12 H 0.054 0.103 1.450  0.37
13 H 0.385 -1.197 0.606  0.26
14 H -1.093 -1.085 1.333  0.37
15 H 1.883 -2.868 0.752  0.34
16 H 1.571 -3.207 -0.698  0.33
17 O 1.156 -2.880 0.111  -0.70
18 H 1.689 0.440 3.893  0.32
19 H 0.246 0.746 3.487  0.31
20 O 1.092 0.444 3.137  -0.67

=====

Entry 3:
Below is 2 unconnected molecules or ions with the total composition C4H13NO in a non-equilibrium geometry, with properties calculated with ωB97M-V/def2-TZVPD.

Properties
**Net charge**: 0
**HOMO-LUMO gap**: 0.3530 Eh
**ΔE to the lowest compared entry with this formula, charge and spin**: 18.9 kcal per mole
**SMILES**: CCCNC.O

Each line ends with the Mulliken charge.
Cartesian coordinates (Å):
1 C -1.684 -1.455 0.646  -1.25
2 C -1.125 -0.035 0.762  -0.19
3 C 0.403 -0.066 1.015  -0.65
4 N 1.055 1.085 0.385  -0.36
5 C 2.487 0.913 0.227  -0.96
6 H -2.692 -1.468 0.243  0.34
7 H -1.037 -2.062 0.005  0.34
8 H -1.763 -1.909 1.637  0.32
9 H -1.310 0.552 -0.133  0.34
10 H -1.562 0.470 1.628  0.23
11 H 0.535 0.092 2.082  0.24
12 H 0.833 -1.020 0.701  0.35
13 H 0.640 1.240 -0.527  0.27
14 H 2.948 0.893 1.212  0.28
15 H 2.767 0.059 -0.399  0.34
16 H 2.901 1.764 -0.323  0.36
17 O -1.521 0.485 -3.107  -0.63
18 H -1.056 -0.216 -3.585  0.32
19 H -0.821 0.679 -2.469  0.31

=====

Entry 4:
Below is 2 unconnected molecules or ions with the total composition C4H5N3O3 in a non-equilibrium geometry, with properties calculated with ωB97M-V/def2-TZVPD.

Properties
**Net charge**: 0
**HOMO-LUMO gap**: 0.4036 Eh
**ΔE to the lowest compared entry with this formula, charge and spin**: 71.0 kcal per mole
**SMILES**: N#Cc1noc(CO)n1.O

Each line ends with the Mulliken charge.
Cartesian coordinates (Å):
1 N 2.997 -0.786 0.727  -0.45
2 C 1.959 -0.305 0.571  0.16
3 C 0.664 0.328 0.492  0.55
4 N 0.537 1.622 0.367  -0.34
5 O -0.810 1.811 0.401  -0.12
6 C -1.388 0.616 0.504  0.70
7 C -2.888 0.583 0.543  -0.43
8 O -3.401 -0.710 0.576  -0.49
9 N -0.520 -0.348 0.561  -0.50
10 H -3.259 1.174 -0.311  0.31
11 H -3.209 1.107 1.455  0.28
12 H -3.371 -1.099 -0.304  0.32
13 O 4.448 -1.529 -2.120  -0.65
14 H 3.699 -0.946 -2.309  0.30
15 H 4.543 -1.518 -1.154  0.36

=====

Entry 5:
Below is a gas-phase ion, C4H10NS (charge -1) in a non-equilibrium geometry, with properties calculated with ωB97M-V/def2-TZVPD.

Properties
**Net charge**: -1
**HOMO-LUMO gap**: 0.2256 Eh
**ΔE to the lowest compared entry with this formula, charge and spin**: 8.7 kcal per mole
**SMILES**: CN[C@H](C)C[S-]

Each line ends with the Mulliken charge.
Cartesian coordinates (Å):
1 C -1.517 1.328 0.339  -0.95
2 N -0.624 0.385 0.995  -0.46
3 C 0.030 -0.605 0.070  0.27
4 C 1.240 -1.143 0.819  -1.26
5 C 0.481 -0.115 -1.318  -0.93
6 S 0.929 -1.523 -2.399  -0.63
7 H -2.439 0.829 0.023  0.28
8 H -1.074 1.780 -0.561  0.33
9 H -1.769 2.181 0.972  0.35
10 H 0.118 0.963 1.386  0.29
11 H -0.834 -1.216 -0.211  0.24
12 H 0.989 -1.739 1.678  0.34
13 H 1.708 -1.858 0.143  0.34
14 H 1.775 -0.253 1.141  0.33
15 H 1.316 0.598 -1.229  0.23
16 H -0.327 0.389 -1.846  0.23

=====

Entry 6:
Below is a gas-phase ion, C5H8N5 (charge +1) in a non-equilibrium geometry, with properties calculated with ωB97M-V/def2-TZVPD.

Properties
**Net charge**: +1
**HOMO-LUMO gap**: 0.2406 Eh
**ΔE to the lowest compared entry with this formula, charge and spin**: 97.0 kcal per mole
**SMILES**: NC/N=C/C=[N+]1\C=CN=N1

Each line ends with the Mulliken charge.
Cartesian coordinates (Å):
1 N -3.420 0.235 -0.073  -0.50
2 C -2.283 -0.462 -0.445  -0.51
3 N -0.936 -0.030 -0.323  -0.27
4 C -0.479 1.120 0.084  -0.05
5 C 0.864 1.345 0.353  -0.19
6 N 1.839 0.472 0.337  0.40
7 C 1.920 -0.879 0.438  0.06
8 C 3.138 -1.246 -0.078  -0.39
9 N 3.712 -0.138 -0.540  -0.20
10 N 3.086 0.862 -0.319  -0.33
11 H -3.583 0.503 0.907  0.22
12 H -4.215 -0.218 -0.510  0.25
13 H -2.164 -1.272 0.145  0.45
14 H -2.321 -0.825 -1.474  0.43
15 H -1.122 1.926 0.385  0.42
16 H 1.201 2.306 0.274  0.52
17 H 1.229 -1.423 1.149  0.31
18 H 3.535 -2.276 -0.310  0.38

=====

Entry 7:
Below is C4H6N2O in the gas phase in a non-equilibrium geometry, with properties calculated with ωB97M-V/def2-TZVPD.

Properties
**Net charge**: 0
**HOMO-LUMO gap**: 0.4137 Eh
**ΔE to the lowest compared entry with this formula, charge and spin**: 34.6 kcal per mole
**SMILES**: [H]/N=C/OCCC#N

Each line ends with the Mulliken charge.
Cartesian coordinates (Å):
1 H 2.160 -1.274 -1.567  0.23
2 N 1.422 -0.631 -1.293  -0.58
3 C 1.775 0.041 -0.286  0.10
4 O 1.004 0.981 0.293  -0.40
5 C -0.374 1.001 -0.076  -0.47
6 C -1.156 0.048 0.854  -0.37
7 C -1.722 -1.128 0.188  0.26
8 N -2.194 -2.054 -0.320  -0.41
9 H 2.717 -0.032 0.261  0.38
10 H -0.493 0.733 -1.128  0.43
11 H -0.698 2.032 0.080  0.27
12 H -0.470 -0.292 1.637  0.26
13 H -1.971 0.575 1.359  0.30

=====

Entry 8:
Below is a molecular structure, C4H6N2O2 in a non-equilibrium geometry, with properties calculated with ωB97M-V/def2-TZVPD.

Properties
**Net charge**: 0
**HOMO-LUMO gap**: 0.3732 Eh
**ΔE to the lowest compared entry with this formula, charge and spin**: 93.7 kcal per mole

Each line ends with the Mulliken charge.
Cartesian coordinates (Å):
1 C 1.995 0.907 -0.018  0.28
2 C 0.769 -0.516 -0.676  0.14
3 C -0.102 0.589 -0.046  0.39
4 C -1.510 0.447 0.359  -1.25
5 N 0.694 1.469 0.380  -0.62
6 N 1.387 -1.152 0.545  -0.38
7 O 1.779 0.246 -1.208  -0.49
8 O 2.311 -0.081 0.887  -0.34
9 H 2.872 1.533 -0.062  0.43
10 H 0.515 -1.217 -1.426  0.56
11 H -1.943 0.663 -0.561  0.35
12 H -1.635 1.188 1.115  0.35
13 H -1.800 -0.624 0.661  0.30
14 H 1.945 -2.072 0.436  0.30

=====

What is the net charge in the third record?
0